Entry 1:
91
Properties=species:S:1:pos:R:3:forces:R:3 method="wB97M-V/def2-TZVPD" e_tot_ha=-4345.076645 e_lumo_ha="0.05553 / -0.01187" spin_multiplicity=6 gap_ev="6.0 / 5.9" s2=8.802 total_charge=-1 homo_ev="-4.49 / -6.26" mol_weight_g_mol=983.79
Ru -0.332 -0.509 0.388 0.036 -0.176 0.241
C -2.416 1.447 2.327 0.112 -0.050 -0.047
O -1.046 1.471 1.878 -0.080 -0.062 -0.062
C -0.080 1.502 2.831 -0.031 0.087 0.030
C -0.268 2.118 4.054 0.051 0.046 0.043
C 0.784 2.204 4.954 0.025 -0.001 0.027
C 2.030 1.680 4.628 -0.057 0.007 -0.029
C 2.216 1.039 3.420 -0.006 0.037 0.059
C 1.158 0.910 2.506 0.038 -0.071 -0.177
N 1.280 0.191 1.327 0.320 0.007 0.350
N 2.559 -0.305 1.173 -0.305 0.011 -0.084
C 2.915 -0.871 0.047 0.007 -0.127 -0.240
C 2.137 -1.006 -1.177 0.481 -0.184 0.105
O 0.857 -0.822 -1.227 -0.308 0.608 0.017
C 2.787 -1.433 -2.368 -0.055 0.083 0.106
C 4.078 -1.846 -2.376 0.135 0.001 0.084
C 4.838 -1.906 -1.158 -0.052 0.023 -0.163
C 6.131 -2.449 -1.139 0.067 -0.019 0.009
C 6.841 -2.544 0.035 -0.010 -0.011 0.021
C 6.269 -2.095 1.231 -0.001 0.006 -0.026
C 5.005 -1.549 1.230 -0.004 0.000 -0.003
C 4.270 -1.443 0.040 -0.138 0.103 -0.019
H -2.528 0.766 3.168 0.012 -0.015 0.023
H -2.995 1.068 1.490 -0.024 0.008 -0.011
H -2.734 2.460 2.577 -0.044 0.014 0.027
H -1.232 2.536 4.302 0.003 0.002 0.001
H 0.625 2.682 5.912 0.013 0.002 -0.008
H 2.852 1.751 5.328 -0.008 0.000 -0.004
H 3.163 0.595 3.162 0.000 -0.002 0.026
H 2.186 -1.486 -3.269 0.011 0.063 0.016
H 4.534 -2.189 -3.297 0.008 -0.020 0.028
H 6.557 -2.807 -2.069 0.000 0.006 0.002
H 7.834 -2.977 0.035 -0.002 0.012 0.005
H 6.820 -2.178 2.159 -0.006 -0.007 -0.001
H 4.550 -1.206 2.149 0.017 -0.011 -0.019
O -1.928 -4.940 -2.781 -0.171 0.226 -0.181
P -2.356 -2.565 -0.355 0.314 -0.018 -0.211
O -3.446 -3.105 -1.192 -0.121 0.229 0.090
O -2.063 -1.025 -0.496 0.287 -0.331 0.217
O -2.653 -2.797 1.213 -0.269 0.137 -0.184
P -1.976 -2.243 2.564 0.204 0.008 0.270
O -0.980 -3.411 2.966 0.038 0.002 0.016
O -2.980 -1.952 3.591 0.105 -0.033 -0.128
O -1.054 -1.054 2.170 -0.423 0.210 -0.223
H -2.464 -4.212 -2.363 0.046 -0.389 -0.039
H -0.231 -3.368 2.333 0.030 -0.033 -0.008
O 0.627 -2.743 0.782 -0.043 -0.142 -0.178
C 0.213 -3.331 -0.280 -0.106 0.143 0.074
N -0.985 -3.360 -0.760 0.092 -0.018 0.052
S -0.213 -3.074 -3.400 -0.229 -0.053 -0.063
O 0.428 -2.782 -4.701 -0.175 0.008 0.146
O -1.278 -4.291 -3.877 0.174 0.158 0.102
C 1.047 -4.036 -2.525 -0.036 -0.245 -0.337
C 1.973 -4.654 -3.344 0.272 -0.176 -0.037
C 3.089 -5.269 -2.788 -0.115 0.063 0.008
C 3.291 -5.219 -1.414 -0.146 0.092 0.025
C 2.366 -4.571 -0.603 0.241 -0.140 0.026
C 1.224 -4.007 -1.150 -0.025 -0.025 0.191
H 1.828 -4.612 -4.417 0.019 -0.023 0.037
H 3.809 -5.764 -3.429 -0.012 -0.007 0.004
H 4.170 -5.676 -0.977 -0.002 0.031 0.012
H 2.519 -4.496 0.467 -0.009 0.000 -0.018
C 2.393 5.328 -4.547 -0.088 0.030 0.005
C 1.111 6.078 -4.894 0.195 0.065 -0.003
S -0.338 5.445 -4.096 -0.198 0.000 0.168
O -1.461 6.253 -4.497 0.137 -0.001 0.045
O -0.039 5.254 -2.698 -0.073 0.080 -0.060
C -0.526 3.850 -4.846 0.017 -0.125 -0.072
C -1.737 3.082 -4.331 -0.086 -0.008 0.080
N -1.599 2.644 -2.945 0.132 -0.059 -0.171
C -0.740 1.680 -2.524 0.015 -0.068 0.240
N -0.728 1.581 -1.193 -0.359 0.121 -0.369
C -1.610 2.523 -0.749 0.265 -0.060 0.234
C -2.141 3.185 -1.801 -0.256 0.336 -0.136
N -3.144 4.205 -1.752 -0.001 -0.376 0.063
O -3.742 4.478 -2.781 0.007 0.162 0.020
O -3.373 4.691 -0.663 0.020 0.078 -0.036
C 0.052 0.868 -3.490 -0.028 0.029 0.155
H 3.260 5.923 -4.830 -0.008 0.004 -0.029
H 2.461 4.376 -5.075 -0.016 -0.001 0.007
H 2.447 5.136 -3.477 -0.010 0.022 0.005
H 0.891 6.087 -5.962 0.029 0.075 0.002
H 1.132 7.111 -4.539 0.041 0.014 -0.041
H 0.400 3.305 -4.666 0.009 -0.003 -0.054
H -0.649 4.041 -5.914 0.033 -0.076 -0.003
H -1.864 2.195 -4.948 -0.079 -0.004 -0.028
H -2.635 3.684 -4.407 0.012 -0.006 -0.009
H -1.819 2.697 0.289 0.057 -0.014 -0.127
H -0.055 1.229 -4.509 0.011 -0.041 0.028
H -0.272 -0.167 -3.464 -0.027 -0.183 0.062
H 1.103 0.889 -3.215 0.104 -0.035 0.030

Entry 2:
71
Properties=species:S:1:pos:R:3:forces:R:3 method="wB97M-V/def2-TZVPD" e_tot_ha=-1744.838721 e_lumo_ha=0.08281 gap_ev=5.2 total_charge=-1 homo_ev=-2.93 mol_weight_g_mol=526.61
C 4.629 2.463 1.620 0.009 0.487 -0.054
C 4.320 1.004 1.881 -0.249 0.208 0.483
C 4.390 0.197 0.607 -0.252 -0.239 -0.283
C 5.282 0.451 2.923 -0.024 -0.115 0.284
O 2.986 0.850 2.507 1.276 -0.204 -0.732
C 1.858 1.106 1.781 -1.183 -0.368 0.216
C 0.819 0.098 2.105 2.726 -0.864 -0.322
N -0.341 0.563 2.447 -2.776 0.379 0.024
C -1.418 -0.127 2.761 1.301 0.309 0.113
C -2.667 0.597 2.914 -0.289 0.030 0.176
C -3.898 -0.040 3.181 0.241 0.435 -0.124
C -5.066 0.720 3.244 0.226 0.197 0.036
C -5.012 2.113 3.106 0.007 -0.130 0.025
C -3.783 2.754 2.890 0.090 -0.579 0.022
C -2.623 1.993 2.770 -0.623 0.296 0.066
C -1.312 -1.594 2.856 -0.297 -0.405 0.087
C -2.029 -2.422 1.973 0.394 -0.177 0.168
C -1.752 -3.789 1.934 0.064 0.042 0.188
C -0.829 -4.338 2.833 -0.112 -0.047 0.089
C -0.194 -3.531 3.786 0.003 0.001 -0.239
C -0.402 -2.156 3.769 -0.499 -0.222 -0.179
O 1.682 2.045 1.036 0.467 -0.030 0.506
H 4.701 3.012 2.567 -0.128 -0.025 -0.152
H 5.596 2.557 1.110 -0.109 -0.073 0.060
H 3.850 2.908 0.995 0.175 -0.053 0.128
H 4.161 -0.853 0.819 0.019 0.142 -0.101
H 3.683 0.578 -0.139 0.098 -0.127 0.110
H 5.400 0.252 0.188 -0.070 0.020 0.049
H 5.004 -0.570 3.207 -0.012 0.136 -0.055
H 6.303 0.426 2.532 -0.088 0.059 -0.063
H 5.282 1.077 3.823 -0.068 -0.133 -0.121
H 1.178 -0.915 2.351 -0.038 0.547 0.205
H -3.925 -1.121 3.323 -0.049 0.318 -0.070
H -6.020 0.216 3.411 0.213 0.198 -0.021
H -5.930 2.697 3.168 0.161 -0.102 0.002
H -3.724 3.839 2.814 -0.097 -0.207 -0.054
H -1.656 2.445 2.556 -0.260 -0.049 0.075
H -2.732 -1.966 1.273 0.275 -0.122 0.207
H -2.254 -4.419 1.192 0.211 0.168 0.336
H -0.617 -5.407 2.800 -0.059 0.212 0.034
H 0.482 -3.959 4.532 -0.176 0.025 -0.348
H 0.120 -1.501 4.467 -0.119 -0.148 -0.183
C -1.459 0.340 -3.620 -0.042 -0.160 -0.126
C -1.257 1.628 -2.841 0.190 0.651 0.987
C -1.797 2.832 -3.612 0.078 -0.140 0.249
O -1.959 1.578 -1.568 0.197 -0.093 -1.035
C -1.513 0.596 -0.722 -0.009 -1.089 1.016
O -2.305 0.015 0.004 0.243 0.915 -0.969
C -0.086 0.272 -0.793 -0.233 1.087 -1.182
C 0.393 -0.817 -0.100 -0.486 0.429 0.430
C 1.484 -1.655 -0.601 1.011 -0.647 -0.158
C 1.859 -1.627 -1.970 -0.164 -0.093 0.389
C 2.855 -2.461 -2.466 -0.174 0.126 0.296
C 3.530 -3.330 -1.605 -0.086 0.173 0.112
C 3.160 -3.397 -0.256 -0.106 0.049 -0.174
C 2.132 -2.593 0.238 -0.296 0.256 -0.496
C 0.778 1.133 -1.638 0.425 -0.837 0.466
O 1.991 1.175 -1.590 -0.929 0.246 -0.393
O 0.135 1.902 -2.582 -0.507 -0.112 -0.235
H -1.092 -0.530 -3.063 -0.092 0.183 -0.152
H -2.530 0.216 -3.826 0.219 -0.022 0.131
H -0.938 0.407 -4.582 0.001 -0.013 0.219
H -1.620 3.753 -3.053 -0.005 -0.176 0.006
H -1.296 2.908 -4.581 0.025 -0.065 0.144
H -2.869 2.715 -3.786 0.108 -0.036 0.094
H -0.296 -1.260 0.620 0.084 -0.136 -0.622
H 1.357 -0.944 -2.663 0.180 -0.374 0.354
H 3.088 -2.409 -3.532 0.075 -0.095 0.354
H 4.346 -3.938 -1.992 -0.171 0.005 0.145
H 3.671 -4.085 0.418 -0.125 0.142 -0.183
H 1.797 -2.682 1.274 0.214 0.042 -0.253

Entry 3:
67
Properties=species:S:1:pos:R:3:forces:R:3 method="wB97M-V/def2-TZVPD" e_tot_ha=-2527.243449 e_lumo_ha="0.00910 / 0.00839" spin_multiplicity=2 gap_ev="7.7 / 7.7" s2=0.751 total_charge=0 homo_ev="-7.48 / -7.49" mol_weight_g_mol=619.65
C -1.391 -1.493 0.975 0.064 0.213 -0.607
C -2.266 -0.556 0.363 0.205 -0.418 -0.209
C -2.209 -0.751 -1.038 0.137 0.141 0.077
H -2.920 0.142 0.875 0.197 -0.122 -0.089
C -1.284 -1.804 -1.300 0.291 0.119 0.082
C -0.764 -2.247 -0.055 -0.165 0.051 0.036
H -1.091 -2.254 -2.271 0.005 0.099 0.282
C 1.172 1.618 1.647 0.040 -0.057 0.070
C -0.231 1.601 1.817 0.102 -0.009 -0.024
C -0.825 2.257 0.706 0.336 0.046 -0.413
H -0.771 1.187 2.671 0.247 0.150 -0.336
C 0.218 2.644 -0.181 -0.003 -0.175 0.638
C 1.463 2.273 0.426 -0.278 0.056 -0.327
H -2.855 -0.272 -1.770 0.193 -0.020 0.121
H -0.020 -3.028 0.086 -0.260 0.196 -0.007
H -1.279 -1.651 2.041 0.083 0.128 -0.222
H 2.454 2.507 0.031 -0.366 -0.302 0.177
H -1.878 2.496 0.568 0.281 -0.328 0.016
H 1.915 1.203 2.335 -0.398 0.176 -0.328
Yb 0.273 0.169 -0.433 -0.491 -2.014 3.741
C 0.069 3.072 -1.625 0.185 0.133 -0.113
C 1.238 4.022 -1.937 -0.138 0.194 -0.158
C -1.282 3.755 -1.878 0.069 0.104 -0.095
H 1.245 4.817 -1.175 -0.013 -0.264 -0.204
H 1.126 4.486 -2.922 0.120 -0.144 0.144
H 2.200 3.495 -1.904 -0.266 0.227 -0.081
H -1.401 4.599 -1.183 0.027 -0.245 -0.222
H -2.135 3.072 -1.743 0.264 0.134 0.002
H -1.313 4.149 -2.903 -0.059 -0.089 0.188
C 0.138 1.734 -2.451 -0.107 -0.090 -0.597
C 0.444 1.805 -3.948 1.212 -0.204 -0.205
H -0.797 1.142 -2.301 0.322 0.293 0.014
H 1.051 1.165 -2.108 -0.229 0.628 -0.646
O 1.474 2.380 -4.271 -1.184 -0.143 -0.373
N -0.361 1.110 -4.848 0.784 -0.205 -0.030
C -0.808 -0.280 -4.572 0.172 0.205 -0.025
H 0.007 1.195 -5.797 -0.050 0.186 0.461
C -2.308 -0.392 -4.448 -0.463 0.005 -0.043
C -2.937 -1.644 -4.343 -0.096 0.376 0.083
H -2.342 -2.557 -4.443 -0.235 0.254 0.127
C -4.314 -1.712 -4.106 0.196 0.180 -0.105
H -4.799 -2.685 -3.998 0.158 0.320 -0.038
C -5.070 -0.536 -4.008 0.187 0.137 0.001
H -6.141 -0.588 -3.805 0.323 -0.015 -0.078
C -4.453 0.707 -4.182 0.233 -0.250 -0.097
H -5.020 1.638 -4.143 0.016 -0.330 0.008
C -3.075 0.774 -4.419 -0.229 -0.196 0.161
H -2.571 1.728 -4.592 -0.318 -0.290 0.193
H -0.312 -0.656 -3.656 -0.273 0.132 -0.356
H -0.454 -0.927 -5.393 -0.036 0.285 0.298
C 3.228 -3.336 3.915 0.437 0.084 -0.576
C 1.951 -2.740 3.803 -0.059 0.438 -0.486
C 1.643 -1.951 2.704 0.229 -0.285 0.093
C 2.572 -1.792 1.635 1.919 -1.037 0.649
C 2.293 -1.109 0.448 -3.266 2.065 -1.437
C 3.192 -0.885 -0.551 1.592 -1.179 1.128
C 4.525 -1.405 -0.377 -0.102 0.120 -0.242
C 4.855 -2.139 0.744 0.102 0.138 -0.393
C 3.905 -2.380 1.775 -1.442 0.572 -0.001
C 4.186 -3.143 2.927 -0.205 -0.186 0.535
H 3.465 -3.944 4.788 -0.045 0.119 -0.186
H 1.205 -2.896 4.582 0.218 0.082 -0.107
H 0.681 -1.431 2.632 0.440 -0.332 0.003
H 2.949 -0.330 -1.463 0.091 0.019 -0.056
H 5.266 -1.209 -1.154 -0.008 -0.161 0.241
H 5.864 -2.554 0.872 -0.403 0.224 -0.157
H 5.184 -3.582 3.017 -0.292 0.057 0.102